Record 1
A molecular structure, C23H42Cl3LuN4O3SSi in a non-equilibrium geometry. Source: OMol25; level of theory: ωB97M-V/def2-TZVPD.

```
78
Properties=species:S:1:pos:R:3:forces:R:3
C -1.2240 3.0103 -3.3763 -0.28 -0.09 -0.13
C -1.5167 3.5028 -1.9868 -0.48 0.55 0.60
H -1.9706 3.3754 -4.0899 0.30 -0.16 0.06
H -1.2220 1.9127 -3.4173 0.13 0.17 0.07
H -0.2362 3.3629 -3.7078 -0.18 -0.13 0.12
C -2.5030 4.3634 -1.6803 0.32 -0.23 -0.27
C -3.4881 4.9312 -2.6526 -0.31 0.25 -0.22
H -2.6101 4.7581 -0.6636 0.17 -0.33 -0.30
H -3.4482 4.4677 -3.6439 -0.03 0.13 0.26
H -3.3185 6.0099 -2.7824 -0.07 -0.17 0.00
H -4.5160 4.8229 -2.2798 0.15 0.02 -0.04
Lu 0.0503 -0.3086 -0.3563 -0.95 1.82 0.02
Cl 2.4627 0.5475 -0.2843 0.15 -0.19 0.06
Cl -0.4713 -1.1043 -2.6245 0.22 -0.33 -0.03
H 2.7178 -4.9930 1.9979 -0.05 0.09 -0.01
H 4.3853 -4.7954 0.0797 -0.17 0.09 -0.17
C 1.9089 -4.7410 1.3063 0.05 -0.20 -0.03
C 3.5304 -4.5734 -0.5726 0.03 0.16 0.11
N 2.4552 -3.9609 0.2050 -0.02 -0.32 0.02
H 1.1358 -4.1744 1.8229 0.09 -0.02 -0.15
C 1.9273 -2.8039 -0.1550 -1.52 0.86 0.62
O 0.8787 -2.3070 0.3671 1.87 -0.98 -0.58
H 3.8333 -3.8710 -1.3563 0.02 -0.25 0.15
H 2.4730 -2.2638 -0.9378 -0.13 -0.09 0.00
H 1.4953 -5.6844 0.9339 -0.05 0.17 0.01
H 3.1891 -5.5138 -1.0303 0.03 0.31 0.11
H -3.1113 1.1037 -2.0819 -0.07 -0.25 0.20
H -4.2113 2.4397 0.1212 -0.10 -0.33 -0.03
C -3.6952 0.2763 -1.6507 0.15 0.22 -0.14
C -4.6180 1.4382 0.3359 0.00 0.04 0.13
N -3.7431 0.4031 -0.1945 0.22 -0.34 0.40
H -3.2289 -0.6702 -1.9375 -0.10 0.23 0.12
C -2.9343 -0.2847 0.6123 0.16 0.14 -0.71
O -2.0371 -1.0648 0.2100 -0.62 0.50 0.37
H -4.7011 1.3136 1.4246 -0.08 0.10 -0.34
H -3.0863 -0.1077 1.6940 0.01 -0.06 -0.38
H -4.7245 0.3445 -2.0263 0.23 -0.15 0.08
H -5.6047 1.3506 -0.1378 0.19 0.01 0.25
O -0.7694 1.6210 -0.7146 0.00 -1.34 0.20
C -0.5667 2.9679 -0.9222 0.38 0.20 0.35
C -1.6234 3.5941 1.3362 0.21 0.02 0.19
C -0.6011 3.7497 0.4022 0.31 0.08 -0.67
H -2.3676 2.8090 1.1638 0.21 0.42 0.08
C -1.6455 4.3853 2.4897 0.24 -0.24 -0.28
H 0.4445 3.1231 -1.3492 -0.04 0.03 0.19
C 0.4296 4.6614 0.6446 -0.18 0.00 0.01
H -2.4560 4.2600 3.2034 0.15 0.08 -0.02
C -0.6133 5.2969 2.7298 -0.02 -0.02 -0.24
C 0.4275 5.4300 1.8065 0.04 -0.09 0.04
H 1.2332 4.7545 -0.1007 -0.36 0.00 0.44
H -0.6137 5.9070 3.6294 -0.04 -0.11 -0.10
H 1.2552 6.1184 1.9936 -0.31 -0.15 0.01
Si -0.1361 -3.1284 -5.5390 -0.34 -0.30 -0.77
Cl -1.0792 -1.2840 -5.7356 0.06 -0.10 -0.45
C -1.4391 -4.2895 -4.8292 0.10 0.07 0.35
C 1.5569 -2.8782 -4.7786 0.11 -0.04 0.40
C 0.1199 -3.8525 -7.2667 0.03 0.18 0.02
H -2.0063 -3.8290 -4.0097 0.19 -0.16 -0.13
H -0.9903 -5.2307 -4.4758 -0.16 0.21 -0.06
H -2.1419 -4.5308 -5.6477 0.32 0.14 0.34
H -0.8520 -4.0477 -7.7471 0.33 0.07 0.14
H 0.6616 -4.8089 -7.1785 -0.14 0.25 -0.07
H 0.6965 -3.1802 -7.9139 -0.06 -0.18 0.09
H 1.5189 -2.2852 -3.8514 -0.04 -0.23 -0.38
H 2.1917 -2.3434 -5.5038 -0.23 -0.18 0.18
H 2.0335 -3.8492 -4.5583 -0.14 0.25 -0.13
S -0.3734 0.6073 2.3358 0.55 -0.26 0.47
C 0.9011 0.0260 3.2831 0.85 -0.11 0.36
N 0.7691 -0.6169 4.4701 -0.94 0.00 -0.21
C 2.0308 -1.0110 5.0695 -0.15 -0.10 0.39
C 3.0551 -0.5169 4.0389 0.31 -0.02 -0.16
N 2.2330 0.1662 3.0553 -0.69 0.19 -0.82
H -0.1478 -0.9056 4.8126 0.66 0.29 -0.29
H 2.0648 -2.1001 5.2070 0.08 0.27 0.05
H 2.1709 -0.5177 6.0413 -0.03 -0.21 -0.19
H 3.5992 -1.3525 3.5814 -0.02 0.18 0.06
H 3.7765 0.1738 4.4892 -0.08 -0.17 -0.12
H 2.5787 0.4633 2.1282 -0.38 -0.16 0.56
```
Positions in Å, forces in eV/Å.

Its total charge is 0. Its relative energy (zero: lowest compared OMol25 entry of this formula, charge and spin) is 0.0 kcal per mole. Its HOMO energy is -0.29017 Eh.

---

Record 2
A molecular structure, C23H42Cl3N4O3PrSi in a non-equilibrium geometry. Source: OMol25; level of theory: ωB97M-V/def2-TZVPD.

```
77
Properties=species:S:1:pos:R:3:forces:R:3
C -2.1677 -2.2620 -4.5758 0.14 -0.16 -0.80
C -1.4471 -2.5448 -3.3044 1.01 -0.53 0.24
H -2.6143 -3.1758 -4.9989 0.07 0.24 0.16
H -1.4773 -1.8767 -5.3423 -0.34 -0.05 0.14
H -2.9601 -1.5307 -4.3972 0.12 -0.09 -0.26
C -0.6067 -3.5997 -3.1921 -1.13 0.69 0.31
C -0.2420 -4.4747 -4.3380 0.25 -0.32 -0.23
H -0.2520 -3.9288 -2.2161 0.00 0.31 -0.46
H 0.3437 -3.9154 -5.0851 -0.25 -0.16 0.07
H -1.1446 -4.8730 -4.8334 0.44 -0.06 0.06
H 0.4047 -5.2879 -3.9696 -0.41 0.10 -0.37
Pr 1.2596 1.7094 1.4405 0.21 0.81 0.12
Cl -1.4461 2.0181 1.4379 0.24 0.04 0.00
Cl 1.8586 3.7573 -0.1201 0.06 0.01 0.01
H 1.6324 6.1640 4.4278 -0.17 -0.13 -0.25
H -1.4040 6.5237 3.7616 0.11 0.09 -0.27
C 1.4725 5.7796 3.4084 0.14 0.15 -0.32
C -0.9661 6.0360 2.8794 -0.10 -0.09 0.41
N 0.1523 5.1804 3.2608 0.23 -0.49 0.40
H 2.2441 5.0403 3.1811 -0.18 0.18 -0.01
C -0.0308 3.8720 3.4497 0.67 0.05 -0.49
O 0.9144 3.0308 3.4629 -1.12 1.03 0.58
H -1.7261 5.4130 2.4014 0.09 0.22 -0.04
H -1.0952 3.5933 3.5487 0.51 -0.23 -0.20
H 1.5356 6.6135 2.7017 0.19 -0.21 0.14
H -0.5887 6.7881 2.1734 -0.28 -0.27 0.19
H 2.3751 -0.7170 -2.3540 0.22 0.07 0.24
H 2.4999 -3.0607 -1.7187 0.18 0.05 0.28
C 3.3634 -0.5775 -1.8836 0.09 0.00 -0.14
C 3.3440 -2.8959 -1.0327 0.05 0.34 0.24
N 3.4999 -1.4717 -0.7463 -0.16 0.34 0.58
H 3.4663 0.4577 -1.5423 0.03 -0.28 -0.16
C 3.4539 -0.9724 0.5158 0.25 0.70 -0.03
O 3.6548 0.2248 0.8373 -0.28 -1.26 -0.56
H 3.1736 -3.4306 -0.0888 0.06 0.04 -0.34
H 3.1813 -1.7397 1.2709 0.63 0.27 -0.24
H 4.1289 -0.8243 -2.6276 -0.05 0.22 0.07
H 4.2493 -3.2780 -1.5235 -0.16 0.02 0.18
O -1.0533 -0.2521 -2.5454 -0.03 -2.71 0.97
C -1.7133 -1.5020 -2.2355 -0.43 -0.02 0.90
C -0.1792 -2.6003 -0.5283 -0.25 -0.65 0.69
C -1.4265 -2.0713 -0.8332 0.22 0.07 -0.06
H 0.5936 -2.4473 -1.2802 -0.02 -0.13 0.60
C 0.0664 -3.2281 0.7257 -0.25 -0.06 -1.16
H -2.7944 -1.3113 -2.2518 0.01 0.05 0.03
C -2.4288 -2.1577 0.1417 0.07 -0.18 -0.12
H 1.0806 -3.5677 0.9567 -0.41 0.06 -0.04
C -0.9483 -3.3245 1.6669 0.07 0.22 -0.35
C -2.2103 -2.8010 1.3639 0.00 0.38 -0.18
H -3.3906 -1.7079 -0.0909 -0.01 -0.12 0.18
H -0.7297 -3.7134 2.6594 -0.15 -0.14 -0.22
H -3.0159 -2.8573 2.0982 0.22 0.06 -0.21
Si -1.1898 1.0904 -3.4293 0.96 1.29 0.39
Cl 0.8993 -0.6311 0.7792 -0.78 -0.06 -0.70
C 0.6263 1.5888 -3.4866 0.13 -0.04 -0.04
C -2.0799 2.3412 -2.3427 -0.34 0.04 -0.23
C -1.8131 0.9058 -5.1650 -0.29 0.35 -0.70
H 0.9874 1.7539 -2.4553 -0.15 -0.06 -0.37
H 0.8546 2.4931 -4.0626 -0.09 -0.10 0.07
H 1.2049 0.7553 -3.9152 -0.08 0.22 0.06
H -1.3166 0.1195 -5.7521 -0.18 0.21 0.34
H -1.5665 1.8496 -5.6830 -0.13 -0.16 0.20
H -2.9031 0.7868 -5.2399 0.25 -0.09 -0.03
H -2.7755 1.8119 -1.6726 0.14 0.21 -0.17
H -2.6385 3.1287 -2.8785 0.26 -0.25 0.21
H -1.3139 2.8082 -1.7020 -0.31 -0.09 -0.18
C 0.6767 -1.0487 6.4727 0.49 -0.44 -0.21
N -0.0972 -0.4300 5.3934 -0.37 -0.01 0.54
C -1.2696 0.3901 5.7255 -0.33 0.09 -0.61
C 0.5630 -0.1887 4.2857 2.44 1.31 -1.67
N 1.3160 0.1093 3.4271 -1.92 -0.82 2.57
H 0.1692 -0.8938 7.4308 0.12 -0.11 -0.35
H 1.6926 -0.6308 6.5112 -0.28 0.07 0.12
H 0.7873 -2.1176 6.2563 -0.12 0.12 0.31
H -1.1764 1.3933 5.2875 0.08 -0.20 0.24
H -2.1639 -0.0654 5.2841 0.07 0.10 0.30
H -1.3630 0.4575 6.8151 0.01 -0.02 -0.37
```
Positions in Å, forces in eV/Å.

Its total charge is 0. Its HOMO energy (spin up / spin down) is -0.28715 / -0.28741 Eh. Its spin multiplicity is 3.

---

Record 3
5 unconnected molecules or ions with the total composition C23H42IN2O8. Source: OMol25; level of theory: ωB97M-V/def2-TZVPD.

```
76
Properties=species:S:1:pos:R:3:forces:R:3
C -9.3241 -3.5742 -1.5591 -0.08 -0.13 -0.08
C -8.8001 -3.7863 -2.9800 -0.17 0.18 -0.04
C -7.3939 -3.2326 -3.1690 -0.23 -0.24 0.11
I -6.7385 -3.3749 -5.1836 0.10 -0.05 -0.03
N -7.3246 -1.8179 -2.7341 0.28 -0.15 0.06
C -6.4810 -1.4463 -1.7788 0.04 -0.12 0.05
C -6.4484 -0.1260 -1.3555 0.10 -0.06 0.16
C -7.3127 0.7392 -1.9618 -0.22 0.29 -0.18
C -8.1491 0.2487 -2.9757 0.00 0.13 0.10
N -8.1530 -1.0081 -3.3540 -0.15 0.12 0.00
H -9.5470 -2.5248 -1.3533 0.10 -0.03 0.01
H -8.6197 -3.9490 -0.8109 -0.07 0.05 -0.01
H -10.2614 -4.1198 -1.4388 0.09 0.02 0.04
H -8.7676 -4.8518 -3.2172 0.09 0.08 -0.02
H -9.4662 -3.3174 -3.7087 0.05 -0.05 0.06
H -6.6898 -3.7819 -2.5474 0.07 0.11 -0.09
H -5.8425 -2.2070 -1.3463 -0.06 0.02 -0.09
H -5.7583 0.1500 -0.5674 0.09 -0.01 0.08
H -7.3632 1.7831 -1.6782 0.02 -0.05 -0.03
H -8.8473 0.8947 -3.4948 0.04 -0.11 -0.02
O -4.0585 0.0650 0.6086 -0.09 0.01 -0.18
C -4.0847 1.0356 1.3321 -0.04 0.15 0.01
O -5.2629 1.3197 1.9234 0.02 -0.08 -0.01
C -5.3898 2.3330 2.9377 -0.06 0.16 0.12
C -5.5855 3.7126 2.3483 0.04 -0.06 -0.16
C -2.9064 1.9445 1.5224 -0.13 -0.31 0.14
H -4.5404 2.2938 3.6182 0.03 -0.01 -0.05
H -6.2687 2.0365 3.5073 -0.01 -0.05 -0.04
H -4.7218 4.0250 1.7619 0.03 0.02 0.06
H -5.7401 4.4415 3.1432 -0.01 -0.01 0.01
H -6.4583 3.7235 1.6939 -0.03 0.01 0.05
H -2.8924 2.6611 0.7005 0.02 0.02 0.00
H -1.9990 1.3522 1.4801 0.00 0.02 -0.10
H -2.9000 2.4841 2.4610 0.00 0.06 -0.05
O -0.5261 2.6607 2.8764 0.15 0.07 0.11
C 0.5265 3.2357 3.0219 0.07 -0.10 -0.11
O 0.7495 4.3224 2.2634 -0.11 0.10 0.07
C 1.8922 5.1722 2.4470 0.17 0.09 -0.05
C 3.1070 4.6550 1.7082 -0.05 -0.16 -0.03
C 1.5940 2.7371 3.9559 -0.29 0.18 0.28
H 2.0896 5.3213 3.5087 -0.01 -0.04 0.00
H 1.5803 6.1344 2.0436 -0.05 -0.03 -0.02
H 3.4245 3.6843 2.0896 0.03 0.04 0.05
H 3.9359 5.3554 1.8162 0.00 0.01 0.00
H 2.8791 4.5436 0.6476 0.01 0.05 -0.01
H 2.1916 1.9861 3.4447 0.06 0.03 -0.03
H 1.0966 2.2764 4.8065 -0.01 -0.10 -0.07
H 2.2627 3.5064 4.3276 0.09 -0.04 -0.10
O 4.5499 1.9875 3.4958 0.08 -0.03 -0.04
C 5.3247 1.3796 2.7993 0.00 -0.12 0.10
O 4.9200 0.9999 1.5792 0.00 0.14 -0.06
C 5.8173 0.4256 0.6086 0.07 -0.10 -0.13
C 5.9943 -1.0628 0.7863 -0.02 -0.08 0.30
C 6.6936 0.9870 3.2982 0.13 0.22 -0.11
H 6.7695 0.9562 0.6178 0.00 0.01 0.04
H 5.3503 0.6343 -0.3516 -0.05 0.01 0.03
H 6.4463 -1.3054 1.7497 0.03 0.05 -0.01
H 6.6298 -1.4465 -0.0087 -0.05 0.02 0.06
H 5.0279 -1.5670 0.7422 0.00 0.02 -0.06
H 6.5979 0.0603 3.8632 0.00 -0.02 0.00
H 7.0427 1.7676 3.9690 -0.08 -0.04 0.08
H 7.4337 0.8475 2.5159 -0.03 -0.09 0.00
O 6.7275 -1.5885 -2.1586 -0.02 -0.03 -0.19
C 7.0072 -2.6485 -2.6546 0.11 0.10 -0.13
O 8.0646 -3.3181 -2.1634 -0.06 -0.04 0.14
C 8.3980 -4.6545 -2.5637 0.07 -0.12 -0.07
C 9.2371 -4.6809 -3.8229 -0.02 0.13 -0.03
C 6.2560 -3.1957 -3.8437 -0.16 -0.16 0.15
H 7.4970 -5.2622 -2.6549 -0.02 0.03 -0.02
H 8.9655 -5.0541 -1.7254 0.00 0.05 0.02
H 8.6973 -4.2715 -4.6769 -0.03 -0.05 0.00
H 9.5267 -5.7046 -4.0599 0.00 -0.01 0.01
H 10.1395 -4.0861 -3.6843 0.02 -0.03 0.02
H 6.6760 -2.7523 -4.7461 0.01 0.00 -0.01
H 5.2181 -2.8857 -3.7558 0.03 0.11 -0.03
H 6.2854 -4.2777 -3.9354 0.08 0.01 -0.05
```
Positions in Å, forces in eV/Å.

Its total charge is +1. Its HOMO energy is -0.41895 Eh.

---

What is the total charge in the second record?
0

---

Which formula does entry 2 have?
C23H42Cl3N4O3PrSi

---

Number 3 is which compound?
C23H42IN2O8